69
Properties=species:S:1:pos:R:3:nbo_charge:R:1 method="wB97M-V/def2-TZVPD" orbital_gap_ha=0.2613 total_energy_ha=-6038.52478 de_lowest_kcal_mol=0.0 total_charge=-1
Sc 1.64885 -0.21007 0.53512 1.827
N 1.13057 2.05515 3.35895 -0.587
C 0.13354 1.18861 3.00951 0.475
N -0.88976 0.89779 3.79454 -0.387
N -1.65725 0.07859 3.04321 -0.124
N -1.13921 -0.10188 1.88200 -0.142
N 0.01916 0.60252 1.80850 -0.543
C 2.24983 2.28104 2.58565 0.463
N 3.17079 3.17188 2.89767 -0.380
N 4.05175 3.10225 1.88087 -0.076
N 3.67403 2.23442 1.01760 -0.149
N 2.50585 1.67171 1.42932 -0.543
H 1.17708 2.33727 4.32263 0.424
Se -5.85676 -2.60014 -0.80508 0.845
N -5.32549 -1.02437 -0.14664 -0.629
C -4.19614 -0.73017 -0.72657 0.217
C -3.42539 0.47397 -0.43565 -0.155
C -3.82992 1.38691 0.53335 -0.114
C -3.01986 2.46465 0.80757 -0.253
C -1.81855 2.57414 0.11277 0.067
N -1.42456 1.72603 -0.82059 -0.409
C -2.21964 0.69582 -1.11139 0.266
C -1.75179 -0.25159 -2.15258 0.169
N -0.63898 0.06839 -2.81495 -0.386
C -0.17547 -0.78695 -3.70767 0.070
C -0.77825 -2.00899 -3.99886 -0.253
C -1.94482 -2.32995 -3.34309 -0.114
C -2.45693 -1.43339 -2.40891 -0.115
C -3.70248 -1.69155 -1.69423 0.123
N -4.43906 -2.74940 -1.88461 -0.604
H -4.75358 1.21554 1.06970 0.229
H -3.27721 3.18654 1.57021 0.221
H -1.12976 3.38298 0.33958 0.194
H 0.73929 -0.49835 -4.21589 0.193
H -0.32846 -2.68084 -4.71641 0.223
H -2.46701 -3.25936 -3.52658 0.229
N -1.11034 -5.14271 4.24208 -0.789
C -0.84744 -4.08013 3.43342 0.653
N -1.81839 -3.18509 3.24474 -0.783
N 0.33260 -4.06474 2.85448 -0.629
C 0.65007 -3.01918 2.13843 0.601
N 0.96208 -2.12004 1.48640 -0.557
H -1.84150 -5.06550 4.92583 0.387
H -0.30144 -5.68096 4.50146 0.413
H -2.69140 -3.25797 3.73452 0.398
H -1.71650 -2.37798 2.63800 0.451
O 5.23321 -0.55187 2.44199 -0.786
Cl 4.01276 -1.24640 2.24303 2.560
O 4.14714 -2.64392 2.47600 -0.803
O 3.59383 -1.06009 0.80909 -0.894
O 2.93874 -0.68577 3.03030 -0.823
O 0.58319 -3.31843 -1.31277 -0.420
N 1.47654 -2.56519 -1.64680 0.747
O 2.38812 -2.85799 -2.40397 -0.435
O 1.48666 -1.35308 -1.15914 -0.666
N 2.61270 1.04291 -1.26984 -0.910
C 2.06342 2.14756 -2.00451 0.252
C 2.14486 2.17093 -3.39022 -0.255
C 1.58954 3.21845 -4.10888 -0.207
C 0.96779 4.26458 -3.44394 -0.238
C 0.90565 4.24870 -2.05742 -0.185
C 1.44162 3.19390 -1.33766 -0.243
H 2.86622 0.29405 -1.90579 0.405
H 3.44730 1.36285 -0.76276 0.438
H 2.64412 1.35827 -3.90693 0.203
H 1.64957 3.21791 -5.19018 0.204
H 0.53520 5.08577 -4.00113 0.204
H 0.42302 5.06126 -1.52825 0.205
H 1.37667 3.17073 -0.25860 0.231

=====

199
Properties=species:S:1:pos:R:3:lowdin_charge:R:1 method="wB97M-V/def2-TZVPD" smiles="O=C1c2ccccc2C(=O)c2ccccc21.O=C1c2ccccc2C(=O)c2ccccc21.O=C1c2ccccc2C(=O)c2ccccc21.O=C1c2ccccc2C(=O)c2ccccc21.O=C1c2ccccc2C(=O)c2ccccc21.O=C1c2ccccc2C(=O)c2ccccc21.c1ccncc1.c1ccncc1.c1ccncc1.c1ccncc1.c1ccncc1" orbital_gap_ha=0.2999 total_energy_ha=-5374.11741 total_charge=0
O -0.99777 6.00488 4.36942 0.090
C -0.79824 5.41882 5.41414 -0.222
C -0.23793 6.09164 6.68855 -0.071
C -0.03166 7.46113 6.63706 -0.013
C 0.55410 8.07571 7.73668 -0.056
C 1.01065 7.37926 8.86815 -0.043
C 0.68775 6.04367 8.93780 -0.018
C 0.09119 5.42756 7.86875 -0.093
C -0.05148 3.91807 7.95429 -0.279
O 0.06990 3.31505 8.97734 0.123
C -0.47051 3.21975 6.67171 -0.051
C -0.48141 1.81398 6.66597 -0.008
C -0.85637 1.11672 5.56053 -0.057
C -1.33247 1.80548 4.46590 -0.050
C -1.33887 3.18265 4.42874 -0.010
C -0.91034 3.89580 5.51182 -0.078
H -0.24856 8.02631 5.72532 0.123
H 0.77581 9.13679 7.73564 0.104
H 1.49737 7.84282 9.68636 0.098
H 0.98720 5.40738 9.76604 0.126
H -0.10206 1.30577 7.53906 0.122
H -0.73997 0.05497 5.57885 0.105
H -1.72023 1.30945 3.61270 0.078
H -1.68220 3.66036 3.50502 0.115
O 2.02618 -2.60539 4.68447 0.093
C 1.27030 -3.55407 4.77241 -0.245
C 1.57172 -4.76548 5.64200 -0.085
C 2.81925 -4.79672 6.29669 0.004
C 3.20651 -5.90863 7.08062 -0.052
C 2.33041 -6.98219 7.22357 -0.058
C 1.08814 -6.96787 6.56371 -0.009
C 0.74912 -5.88859 5.76180 -0.096
C -0.63201 -5.90853 5.09886 -0.269
O -1.42786 -6.75032 5.43459 0.110
C -0.95785 -4.75366 4.15780 -0.111
C -2.17471 -4.79070 3.50524 -0.036
C -2.56217 -3.76328 2.70626 -0.044
C -1.64353 -2.69679 2.49041 -0.022
C -0.40195 -2.67369 3.12340 -0.008
C -0.07832 -3.68776 4.01037 -0.083
H 3.47375 -3.97303 6.10341 0.107
H 4.20311 -5.89438 7.49351 0.102
H 2.59167 -7.82915 7.86594 0.110
H 0.47676 -7.88994 6.56167 0.131
H -2.77870 -5.64836 3.72770 0.120
H -3.58004 -3.85657 2.22885 0.126
H -1.90289 -1.86925 1.81956 0.088
H 0.32224 -1.88631 3.00709 0.108
O 3.39761 3.64418 -2.46715 0.082
C 2.94150 4.68540 -2.93421 -0.242
C 3.62726 5.54648 -3.94064 -0.107
C 4.78157 5.01017 -4.46033 -0.004
C 5.53796 5.78687 -5.34732 -0.017
C 4.92790 6.96535 -5.86806 -0.057
C 3.80152 7.49827 -5.31995 -0.034
C 3.17934 6.81159 -4.30594 -0.076
C 1.78847 7.36396 -3.94696 -0.276
O 1.43662 8.43368 -4.29945 0.129
C 1.04083 6.48390 -2.91987 -0.060
C -0.16750 6.88733 -2.32873 -0.020
C -0.81499 6.17731 -1.37295 -0.060
C -0.26499 4.98698 -0.90889 -0.017
C 0.93794 4.53825 -1.48146 -0.001
C 1.57925 5.26969 -2.47411 -0.072
H 5.01655 4.03117 -4.15381 0.104
H 6.48165 5.44226 -5.71927 0.097
H 5.35012 7.50256 -6.69617 0.101
H 3.30907 8.41151 -5.72725 0.139
H -0.58078 7.87088 -2.60959 0.129
H -1.68334 6.59517 -0.88705 0.081
H -0.82182 4.32409 -0.26520 0.091
H 1.39506 3.60864 -1.24468 0.085
O 7.92357 -5.32438 -4.48033 0.140
C 7.63027 -5.19466 -5.61619 -0.296
C 8.29722 -5.92713 -6.77712 -0.079
C 9.55150 -6.44105 -6.54103 -0.013
C 10.26447 -7.17716 -7.50808 -0.047
C 9.59034 -7.56770 -8.65955 -0.042
C 8.28470 -7.04496 -8.91879 -0.004
C 7.66993 -6.19345 -8.02183 -0.077
C 6.33656 -5.50462 -8.37182 -0.270
O 5.70459 -5.66326 -9.37677 0.115
C 5.85348 -4.51920 -7.32266 -0.084
C 4.82206 -3.65132 -7.71091 -0.010
C 4.39024 -2.64445 -6.88388 -0.069
C 5.08146 -2.42909 -5.71322 -0.074
C 6.07527 -3.27720 -5.25919 0.001
C 6.43742 -4.35896 -6.07721 -0.079
H 9.96527 -6.36259 -5.55213 0.116
H 11.27781 -7.39725 -7.34245 0.090
H 9.97718 -8.29553 -9.36345 0.103
H 7.63251 -7.40935 -9.70423 0.118
H 4.44087 -3.76643 -8.73428 0.126
H 3.59799 -1.96466 -7.20092 0.115
H 4.70409 -1.60463 -5.12248 0.105
H 6.62082 -3.13656 -4.34558 0.114
O 0.23405 2.18597 0.37499 0.066
C -0.12579 1.05636 0.06544 -0.238
C 0.77863 -0.04990 -0.40240 -0.099
C 2.12243 0.20500 -0.37224 0.001
C 3.02851 -0.75677 -0.87098 -0.016
C 2.53860 -2.01465 -1.28766 -0.047
C 1.18889 -2.27146 -1.27502 -0.012
C 0.32081 -1.27522 -0.85564 -0.082
C -1.15505 -1.52924 -1.08061 -0.265
O -1.64447 -2.40567 -1.75119 0.109
C -2.09240 -0.55561 -0.38339 -0.087
C -3.44859 -0.84938 -0.18587 -0.056
C -4.22480 -0.04970 0.59393 -0.078
C -3.72445 1.08611 1.22548 -0.058
C -2.39512 1.42594 1.01255 -0.012
C -1.55892 0.60637 0.20771 -0.057
H 2.46363 1.20926 -0.19251 0.114
H 4.08560 -0.49597 -0.93424 0.110
H 3.20474 -2.73538 -1.71036 0.095
H 0.76594 -3.21528 -1.61715 0.109
H -3.96313 -1.60894 -0.75336 0.100
H -5.24028 -0.34924 0.78713 0.113
H -4.32232 1.75140 1.85868 0.116
H -2.02482 2.28148 1.56132 0.090
O -3.72066 4.19728 1.24826 0.080
C -4.07531 5.19944 0.65033 -0.290
C -5.14117 5.03685 -0.37711 -0.054
C -5.63025 3.75193 -0.62057 0.026
C -6.59982 3.59858 -1.59728 -0.076
C -7.11512 4.65353 -2.23604 -0.072
C -6.58504 5.90401 -2.08792 -0.012
C -5.61843 6.15287 -1.14069 -0.058
C -5.09208 7.56634 -0.92005 -0.239
O -5.63592 8.57051 -1.41076 0.087
C -3.92069 7.62558 0.02760 -0.079
C -3.20132 8.82492 0.15689 0.017
C -2.07326 8.86229 1.04499 -0.029
C -1.70696 7.76950 1.81239 -0.070
C -2.46522 6.67218 1.73682 -0.036
C -3.54328 6.52620 0.87158 -0.089
H -5.21167 2.82630 -0.20596 0.108
H -6.91033 2.61582 -1.83576 0.085
H -7.81333 4.50967 -3.03791 0.114
H -6.97181 6.66599 -2.73828 0.122
H -3.38516 9.67281 -0.50866 0.122
H -1.51279 9.78206 1.16124 0.105
H -0.85104 7.75085 2.46262 0.107
H -2.11146 5.80216 2.24163 0.095
C 2.34069 2.44886 3.05569 -0.042
C 2.80292 3.63871 3.65086 -0.064
C 3.30861 3.63864 4.95306 -0.181
N 3.44135 2.54626 5.64059 0.067
C 3.06460 1.41876 5.03833 -0.182
C 2.53950 1.27118 3.80367 -0.071
H 1.77400 2.54252 2.13436 0.079
H 2.71035 4.63068 3.20190 0.102
H 3.61728 4.58413 5.34330 0.095
H 3.18270 0.55762 5.66369 0.099
H 2.18393 0.25817 3.54495 0.105
C -6.50668 -6.16404 -1.81975 -0.062
C -6.14642 -5.35950 -2.90654 -0.064
C -6.06631 -3.98144 -2.77553 -0.149
N -6.37828 -3.37554 -1.64681 0.046
C -6.80391 -4.06630 -0.61251 -0.148
C -6.83522 -5.45547 -0.69194 -0.093
H -6.47769 -7.23070 -1.91224 0.108
H -5.85923 -5.80397 -3.84456 0.101
H -5.75168 -3.37503 -3.60007 0.104
H -7.25326 -3.51243 0.23120 0.116
H -7.24412 -5.94669 0.19952 0.107
C -1.78735 -6.00048 -2.18746 -0.062
C -2.80804 -5.70579 -1.27126 -0.093
C -3.02801 -6.48158 -0.16500 -0.149
N -2.30679 -7.61788 0.09895 0.060
C -1.40025 -7.93958 -0.78316 -0.186
C -1.11137 -7.17176 -1.93016 -0.086
H -1.51928 -5.23456 -2.90615 0.110
H -3.41175 -4.83982 -1.45077 0.084
H -3.77519 -6.27217 0.59758 0.096
H -0.69110 -8.70738 -0.53302 0.101
H -0.16581 -7.44439 -2.39454 0.102
C -5.09849 0.70717 -2.85371 -0.062
C -5.94771 -0.28935 -2.37372 -0.078
C -7.25181 -0.36771 -2.87672 -0.155
N -7.70671 0.40354 -3.85683 0.054
C -6.86811 1.31003 -4.36451 -0.175
C -5.59441 1.52610 -3.87708 -0.091
H -4.12023 0.85048 -2.40311 0.104
H -5.56904 -0.94861 -1.59696 0.048
H -7.98503 -1.03655 -2.41981 0.102
H -7.30627 1.93575 -5.14923 0.108
H -5.05713 2.27296 -4.44113 0.104
C 2.52554 -6.17486 1.89187 -0.059
C 3.38350 -5.94270 0.85629 -0.086
C 2.86069 -5.69611 -0.40617 -0.152
N 1.56412 -5.50191 -0.63011 0.062
C 0.71110 -5.61581 0.36716 -0.163
C 1.14181 -6.06564 1.59388 -0.056
H 2.85055 -6.46628 2.93542 0.126
H 4.45666 -6.02795 0.88251 0.101
H 3.49683 -5.66434 -1.30741 0.113
H -0.37672 -5.53586 0.25445 0.098
H 0.34364 -6.29801 2.35414 0.114

=====

55
Properties=species:S:1:pos:R:3:nbo_charge:R:1 method="wB97M-V/def2-TZVPD" orbital_gap_ha=0.3219 total_energy_ha=-1019.57302 de_lowest_kcal_mol=417.1 total_charge=0
C 2.84429 -0.94680 6.34691 -0.577
C 1.91161 -0.61751 5.24273 -0.383
C 0.65423 -1.49199 5.23977 -0.381
C -0.26525 -1.16188 3.86983 -0.372
C -1.01453 0.26984 3.74994 -0.407
C -1.74251 0.50800 2.49055 -0.406
C -2.22148 2.04395 2.36592 -0.495
C -3.30620 1.88329 1.31860 0.685
O -4.48744 1.92022 1.39682 -0.581
N -2.70565 2.09876 0.12504 -0.507
N -1.17537 1.90839 -0.12136 -0.205
C -0.78106 1.98604 -1.31732 0.174
C 0.50534 2.13782 -1.28559 -0.431
H 1.17838 3.00432 -1.61826 0.255
H 1.01091 1.81921 -0.29724 0.229
C 1.22523 1.08228 -2.33448 -0.209
N 0.49393 1.39418 -3.54826 -0.445
C -0.84868 1.24329 -3.54807 -0.132
H -1.20027 0.06511 -3.00636 0.090
C -1.30048 2.30078 -2.61207 -0.476
H -1.21703 3.16250 -3.05534 0.240
H -2.32117 2.21020 -2.65569 0.207
H -1.15106 1.24987 -4.50031 0.199
C 1.32943 0.53855 -4.69993 -0.257
C 0.88257 -1.31592 -4.50693 0.137
C 1.82063 -1.83962 -3.72853 -0.304
C 1.45258 -3.05025 -3.68325 -0.116
C 0.54505 -3.89044 -4.17859 -0.226
C -0.35401 -2.87965 -5.05541 -0.094
C -0.15463 -1.53610 -5.08825 -0.387
H -0.82310 -1.12438 -5.66301 0.230
H -1.39532 -3.48899 -5.45634 0.197
H 0.31341 -4.82560 -4.08808 0.210
H 2.17218 -3.71749 -3.14305 0.170
H 2.66145 -1.34091 -3.41447 0.223
H 2.39833 0.56698 -4.56928 0.208
H 0.61656 0.71873 -5.54249 0.195
H 1.05447 0.16892 -1.85706 0.169
H 2.28204 0.97200 -2.36312 0.204
H -3.14446 2.11374 -0.78966 0.377
H -1.37529 2.71479 2.38824 0.238
H -2.55390 2.19574 3.26603 0.210
H -1.19185 0.22447 1.53100 0.232
H -2.63579 -0.16365 2.58400 0.197
H 0.03496 0.85516 3.56119 0.172
H -1.38357 0.52354 4.81668 0.217
H 0.33330 -1.25194 2.99348 0.190
H -1.13687 -1.73168 3.92062 0.186
H 0.02390 -1.31336 5.99933 0.194
H 0.95131 -2.52459 4.99758 0.206
H 1.71591 0.36382 5.15689 0.197
H 2.48238 -0.90826 4.20792 0.168
H 2.20559 -0.89269 7.42017 0.174
H 3.04630 -1.93413 6.33158 0.198
H 3.74067 -0.29668 6.40699 0.214